One molecule with the formula C4H8N2O2, computed with ωB97M-V with the def2-TZVPD basis set.

Calculated values
HOMO in Eh: -0.309
SMILES: [H]/N=C(/O)N(C)C(=C)O
Energy above the lowest of the compared OMol25 structures with the same formula, charge and spin in kcal per mole: 42.8
Gap between HOMO and LUMO in eV: 9.1
Max |F| in eV/Å: 0.7

The geometry in ORCA input format:
```
! RIJCOSX wB97M-V def2-TZVPD def2/J DEFGRID3
* xyz 0 1
H 0.79 2.05 1.32
N 1.60 1.50 1.10
C 1.42 0.44 0.44
O 2.53 -0.28 0.15
N 0.27 -0.15 -0.05
C 0.36 -1.40 -0.78
C -1.01 0.38 0.09
C -2.12 -0.19 -0.38
O -1.07 1.57 0.77
H 3.27 0.21 0.53
H -0.03 -1.28 -1.79
H 1.39 -1.71 -0.82
H -0.22 -2.17 -0.26
H -2.14 -1.11 -0.91
H -3.07 0.29 -0.22
H -1.99 1.85 0.81
*
```

In elementary charge units, the natural (NBO) charges are: 0.3797, -0.7824, 0.7021, -0.6992, -0.4600, -0.4116, 0.5104, -0.6280, -0.6875, 0.5104, 0.2005, 0.2487, 0.2002, 0.2177, 0.2024, 0.4965

C44H44ClN7ORuSSe2Te2 as an isolated structure in a non-equilibrium geometry, computed with ωB97M-V with the def2-TZVPD basis set.

Calculated values
HOMO (spin up / spin down) in Eh: -0.132 / -0.131
Energy above the lowest of the compared OMol25 structures with the same formula, charge and spin in kcal per mole: 0.0
Gap between HOMO and LUMO (spin up / spin down) in eV: 5.4 / 5.3
Max |F| in eV/Å: 1.5

The geometry in ORCA input format:
```
! RIJCOSX wB97M-V def2-TZVPD def2/J DEFGRID3
* xyz -1 2
Ru 0.22 0.31 -0.12
S 0.40 0.25 4.90
C -0.98 -0.78 4.75
C -1.60 -1.56 5.73
C -2.73 -2.27 5.38
C -3.26 -2.16 4.09
C -2.66 -1.38 3.12
C -1.47 -0.72 3.44
N -0.71 0.06 2.57
C 0.27 0.63 3.18
C 1.21 1.54 2.54
C 2.14 2.20 3.36
C 3.05 3.07 2.83
C 3.02 3.29 1.45
C 2.11 2.64 0.65
C 1.16 1.72 1.14
H -1.20 -1.61 6.73
H -3.22 -2.89 6.11
H -4.18 -2.69 3.85
H -3.10 -1.25 2.14
H 2.15 2.02 4.43
H 3.77 3.58 3.46
H 3.73 3.98 0.99
H 2.13 2.85 -0.41
Se -0.61 2.69 -0.72
Te -0.52 3.07 -3.18
Te -1.84 0.83 -3.83
Se -0.19 -0.63 -2.67
C -3.79 -6.43 -2.08
C -2.44 -5.95 -1.53
C -1.44 -7.11 -1.61
C -1.96 -4.83 -2.47
C -2.60 -5.50 -0.03
O -3.07 -6.61 0.75
C -3.56 -4.30 0.14
C -5.04 -4.63 0.42
C -5.89 -3.40 0.26
C -6.39 -3.04 -0.99
C -7.14 -1.88 -1.16
C -7.38 -1.07 -0.07
Cl -8.30 0.39 -0.27
C -6.90 -1.41 1.19
C -6.16 -2.57 1.34
C -1.27 -5.22 0.70
N -0.55 -4.03 0.29
C -0.73 -2.77 0.67
N 0.12 -1.99 0.04
C 0.86 -2.85 -0.71
N 0.50 -4.10 -0.57
H -3.64 -6.80 -3.10
H -4.52 -5.62 -2.14
H -4.22 -7.26 -1.51
H -1.53 -7.60 -2.58
H -1.62 -7.85 -0.83
H -0.41 -6.75 -1.52
H -1.92 -5.23 -3.48
H -0.96 -4.48 -2.23
H -2.62 -3.97 -2.49
H -3.96 -6.84 0.47
H -3.51 -3.66 -0.75
H -3.22 -3.68 0.97
H -5.14 -5.02 1.43
H -5.40 -5.40 -0.27
H -6.20 -3.68 -1.85
H -7.52 -1.61 -2.14
H -7.10 -0.77 2.03
H -5.79 -2.84 2.32
H -0.59 -6.06 0.58
H -1.51 -5.13 1.75
H -1.46 -2.45 1.39
H 1.67 -2.53 -1.34
C 4.42 -1.01 3.28
C 3.17 -1.55 3.06
C 2.47 -1.29 1.89
C 3.00 -0.47 0.88
C 4.28 0.07 1.13
C 4.97 -0.19 2.29
N 2.28 -0.14 -0.28
C 3.04 0.08 -1.43
C 4.16 -0.71 -1.74
C 4.90 -0.51 -2.90
C 4.54 0.48 -3.80
C 3.42 1.26 -3.52
C 2.68 1.06 -2.36
H 4.96 -1.21 4.20
H 2.71 -2.19 3.81
H 1.49 -1.72 1.76
H 4.71 0.74 0.39
H 5.94 0.27 2.45
H 4.45 -1.50 -1.06
H 5.75 -1.14 -3.10
H 5.11 0.64 -4.71
H 3.09 2.03 -4.21
H 1.81 1.67 -2.18
N -4.05 -0.40 -0.39
C -4.14 0.68 0.45
C -2.85 1.05 0.70
N -1.99 0.21 0.03
C -2.75 -0.65 -0.62
H -4.82 -0.91 -0.80
H -5.08 1.10 0.76
H -2.49 1.84 1.33
H -2.37 -1.43 -1.27
*
```

Mulliken atomic charge list, values in e, 99 entries: 0.6949, -0.4526, 0.7011, -0.6027, -0.9442, -0.5248, 0.6729, -0.8190, 0.6798, 0.3741, 1.5463, -1.2089, -0.8787, -1.1492, 0.2867, -1.1886, 0.4175, 0.4112, 0.2814, -0.0452, 0.3449, 0.3765, 0.4468, 0.5332, -0.0183, -0.2686, -0.2627, -0.2201, -1.9030, 2.3582, -2.0629, -1.8317, 2.4598, -0.7438, 1.1124, -1.4793, -0.2900, -0.1749, -1.0558, 0.3915, -0.2212, -0.9351, 0.2465, -3.5456, 1.4127, -0.6893, 2.2010, -1.3297, -1.1502, 0.5870, 0.1713, 0.3383, 0.4762, 0.3652, 0.3388, 0.5251, 0.3497, 0.3350, 0.5612, -0.2204, -0.6022, 0.4992, 0.7648, 0.3170, 0.4348, 0.4192, 0.4107, 0.4575, 0.4193, -0.1052, 0.4647, -0.7839, -0.8524, -0.4069, 0.1672, -0.2966, -0.7659, 2.0241, -0.5519, -0.2665, -0.6650, -0.5965, -0.9586, 0.0110, 0.3624, 0.4559, 0.4314, 0.4809, 0.3514, 0.4092, 0.3602, 0.3611, 0.3798, -0.3600, 0.3232, -0.9054, -1.3154, 2.3148, -1.9879

A 3-piece molecular cluster, C5H8O2 overall, computed with ωB97M-V with the def2-TZVPD basis set.

Calculated values
HOMO in Eh: -0.305
Energy above the lowest of the compared OMol25 structures with the same formula, charge and spin in kcal per mole: 157.3
Gap between HOMO and LUMO in eV: 9.0
Max |F| in eV/Å: 0.4

The geometry in ORCA input format:
```
! RIJCOSX wB97M-V def2-TZVPD def2/J DEFGRID3
* xyz 0 1
C 1.91 -0.37 0.05
C 0.83 -0.64 -0.76
O -0.05 -1.64 -0.35
C -1.19 -0.86 -0.07
C -1.05 0.34 0.86
C -0.98 0.53 -0.48
O -1.27 1.40 -1.47
H 1.17 0.39 1.24
H 2.17 -1.10 0.81
H 2.70 0.28 -0.31
H 0.78 -0.35 -1.81
H -2.11 -1.44 -0.12
H 0.33 0.52 1.48
H -1.64 0.67 1.70
H -1.43 2.26 -1.07
*
```

In elementary charge units, the natural (NBO) charges are: -0.5241, 0.0719, -0.5336, 0.0698, -0.3807, 0.2383, -0.6586, 0.0734, 0.2376, 0.2245, 0.2062, 0.1908, 0.0524, 0.2482, 0.4839

So what do the calculations give for molecular weight? Going down the list: 116.12, 1268.59, 100.12 g mol⁻¹.